(1)
ORCA calculation (ωB97M-V with the def2-TZVPD basis set) on a 5-piece molecular cluster, C38H70FN4O19S overall at a distorted geometry.

Each line ends with the Mulliken charge.
CARTESIAN COORDINATES (ANGSTROEM)
C 0.54 -2.03 7.59  -0.849
O -0.24 -0.82 7.39  -0.080
C 0.51 0.38 7.70  -0.753
C 0.31 1.45 6.50  -0.418
C 1.03 0.89 5.16  -0.387
C 0.21 1.24 3.81  0.017
C 0.82 2.64 3.23  -1.057
C 0.49 2.84 1.66  -0.430
C 1.21 1.74 0.71  -0.965
C 0.13 1.04 -0.24  0.361
C -0.13 -0.49 -0.16  -0.880
N -1.14 -1.19 -0.97  0.363
S -1.27 -2.90 -0.69  1.202
O -1.60 -3.69 -1.90  -0.478
O 0.06 -3.41 -0.16  -0.561
F -2.36 -3.11 0.59  -0.213
C -1.96 -0.42 -1.88  0.213
C -3.11 -1.11 -2.76  -1.155
C -4.32 -1.51 -1.76  -0.300
C -4.99 -2.93 -2.18  -0.482
N -4.93 -3.96 -1.08  -0.608
C -1.79 1.14 -2.09  -0.254
O -2.59 1.90 -2.99  -0.316
N -3.50 2.64 -2.27  0.245
O -4.37 2.99 -2.99  -0.376
C -0.71 1.91 -1.24  1.351
C -0.56 3.51 -1.40  0.211
O -1.15 4.30 -0.61  -0.485
O 0.20 4.11 -2.44  -0.320
C 1.32 3.26 -2.85  -0.049
C 0.97 2.31 -4.10  0.304
C 2.30 1.55 -4.58  -0.839
C 2.04 0.08 -5.19  0.034
C 2.16 0.03 -6.81  -0.417
N 1.21 -0.96 -7.41  -0.672
H 1.06 -2.37 6.61  0.260
H -0.18 -2.85 7.95  0.246
H 1.31 -1.90 8.44  0.370
H 1.63 0.15 7.86  0.451
H 0.13 0.78 8.71  0.171
H -0.81 1.68 6.35  0.288
H 0.86 2.42 6.80  0.292
H 1.12 -0.24 5.28  0.008
H 2.10 1.31 5.09  0.355
H -0.88 1.39 4.13  0.295
H 0.25 0.39 3.04  -0.121
H 1.93 2.75 3.47  0.373
H 0.25 3.47 3.79  0.345
H -0.64 2.72 1.50  0.319
H 0.88 3.89 1.38  0.324
H 2.00 2.27 0.06  0.313
H 1.74 0.98 1.38  0.569
H 0.52 -1.06 0.61  0.443
H -2.69 -1.98 -3.38  0.551
H -3.54 -0.34 -3.50  0.434
H -3.90 -1.53 -0.67  0.269
H -5.10 -0.67 -1.85  0.373
H -6.11 -2.73 -2.36  0.302
H -4.47 -3.35 -3.13  0.287
H -4.24 -4.69 -1.30  0.288
H -4.71 -3.48 -0.19  0.229
H 2.15 3.98 -3.22  0.394
H 1.79 2.70 -1.97  -0.212
H 0.57 3.00 -4.94  0.247
H 0.15 1.54 -3.89  -0.214
H 2.99 1.42 -3.66  0.295
H 2.84 2.19 -5.37  0.360
H 1.05 -0.41 -4.82  0.082
H 2.88 -0.60 -4.80  -0.031
H 3.22 -0.35 -7.08  0.228
H 2.06 1.07 -7.29  0.394
H 1.04 -0.72 -8.41  0.204
H 1.61 -1.91 -7.43  0.253
C -2.91 -1.26 5.97  -1.184
C -3.40 -1.08 7.39  -0.051
O -4.41 -0.07 7.46  -0.190
C -5.65 -0.46 7.10  0.639
O -5.97 -1.57 6.74  -0.558
O -6.46 0.61 7.18  -0.314
C -7.80 0.35 6.75  -0.679
H -2.59 -0.30 5.55  0.249
H -2.07 -1.95 5.93  0.260
H -3.70 -1.64 5.32  0.463
H -2.58 -0.74 8.02  0.183
H -3.76 -2.03 7.81  0.366
H -8.22 -0.52 7.26  0.305
H -7.82 0.20 5.67  0.288
H -8.41 1.22 7.00  0.227
C -3.20 1.39 10.40  -0.722
C -4.13 2.54 10.06  -0.191
O -3.74 3.73 10.77  -0.346
C -2.72 4.41 10.23  0.755
O -2.12 4.12 9.22  -0.552
O -2.46 5.47 11.02  -0.343
C -1.34 6.24 10.60  -0.623
H -3.14 1.25 11.48  0.351
H -3.55 0.46 9.94  0.223
H -2.19 1.58 10.04  0.064
H -5.14 2.30 10.38  0.327
H -4.17 2.72 8.98  0.267
H -1.43 6.54 9.56  0.285
H -0.42 5.68 10.77  0.285
H -1.31 7.14 11.22  0.227
C 4.29 -2.93 -13.15  -1.099
C 3.81 -2.73 -11.73  -0.168
O 2.80 -1.71 -11.67  -0.353
C 1.57 -2.11 -12.00  0.757
O 1.24 -3.22 -12.34  -0.541
O 0.75 -1.04 -11.93  -0.331
C -0.59 -1.31 -12.34  -0.650
H 4.60 -1.98 -13.59  0.294
H 5.12 -3.63 -13.19  0.354
H 3.48 -3.32 -13.78  0.309
H 4.65 -2.38 -11.11  0.287
H 3.46 -3.66 -11.28  0.312
H -1.01 -2.16 -11.80  0.299
H -0.63 -1.47 -13.42  0.302
H -1.19 -0.43 -12.10  0.226
C 9.01 -1.54 -2.42  -1.076
C 8.93 -1.58 -3.93  -0.163
O 8.13 -2.68 -4.38  -0.363
C 6.80 -2.48 -4.33  0.769
O 6.24 -1.47 -3.96  -0.567
O 6.19 -3.61 -4.74  -0.330
C 4.77 -3.56 -4.67  -0.419
H 9.34 -2.51 -2.03  0.295
H 9.70 -0.77 -2.08  0.354
H 8.03 -1.34 -1.98  0.294
H 9.93 -1.74 -4.34  0.298
H 8.56 -0.64 -4.34  0.296
H 4.38 -2.68 -5.19  0.080
H 4.45 -3.56 -3.63  0.267
H 4.38 -4.45 -5.16  0.267

Values from the calculation:
E_HOMO in eV: -11.3
Kohn-Sham gap in eV: 5.3
Energy above the lowest of the compared OMol25 structures with the same formula, charge and spin in kJ/mol: 0.00
LUMO level in eV: -5.992
Net charge: +1
Max |F| in hartree/bohr: 0.16109


(2)
ORCA calculation (ωB97M-V with the def2-TZVPD basis set) on a 5-piece molecular cluster, C38H72N5O22P4S overall at a distorted geometry.

Each line ends with the Mulliken charge.
CARTESIAN COORDINATES (ANGSTROEM)
C -2.34 -0.98 -3.72  -0.516
C -3.81 -0.38 -3.36  -0.521
P -3.82 0.69 -1.72  -0.259
C -2.86 2.24 -2.43  0.300
N -3.01 -0.08 -0.38  0.550
C -1.87 0.63 0.25  -1.558
N -1.98 1.73 1.18  0.180
C -2.81 2.70 1.28  0.489
C -3.27 3.97 0.37  -0.990
C -3.54 2.82 2.80  -1.007
C -0.79 -0.45 0.98  -1.195
C -0.06 0.21 2.33  -0.681
C 1.14 1.24 2.15  -0.402
O 0.93 2.49 1.43  -0.137
C 2.25 3.08 1.01  0.658
C 2.57 3.60 -0.52  -0.598
O 3.24 3.14 1.91  -0.564
P 0.64 -0.86 -0.28  0.784
O 0.09 -1.44 -1.68  -0.634
O 1.45 0.60 -0.88  -0.269
O 1.75 -2.05 0.36  -0.554
N -1.47 -1.64 1.58  0.157
C -2.71 -2.22 0.95  -0.305
C -2.13 -3.13 -0.27  -0.019
C -2.73 -4.60 -0.56  -0.229
C -1.82 -5.84 0.11  -0.084
C -0.97 -6.62 -1.10  -0.483
O -0.19 -7.76 -0.57  -0.348
C 0.99 -7.26 0.20  0.351
O 1.43 -8.02 1.23  -0.525
P -3.33 -3.33 2.41  0.731
N -2.03 -4.24 2.91  -0.848
O -4.53 -4.50 2.07  -0.526
O -3.72 -2.44 3.88  -0.539
C -3.82 -1.06 0.45  0.799
C -4.52 -0.19 1.59  0.438
C -5.78 -0.50 2.48  -0.777
O -6.70 0.71 2.47  -0.589
C -6.78 -1.74 2.27  -0.303
N -7.34 -2.10 3.67  -0.663
P -5.04 -2.08 -0.67  -0.215
S -6.70 -1.17 -1.11  -0.232
H -2.24 -0.92 -4.91  0.378
H -2.16 -2.09 -3.41  0.123
H -1.53 -0.22 -3.32  -0.036
H -4.07 0.40 -4.23  0.386
H -4.70 -1.14 -3.39  0.551
H -3.67 3.07 -2.71  0.478
H -2.31 2.00 -3.45  -0.518
H -2.05 2.66 -1.72  -0.095
H -1.17 1.00 -0.66  0.594
H -4.21 3.60 -0.28  0.258
H -3.68 4.90 0.98  0.372
H -2.47 4.37 -0.39  0.247
H -3.00 3.77 3.29  0.431
H -4.69 2.98 2.73  0.190
H -3.22 1.91 3.48  0.219
H -0.86 0.52 3.17  0.286
H 0.44 -0.75 2.83  0.467
H 2.09 0.72 1.65  0.130
H 1.54 1.55 3.24  0.344
H 1.90 3.13 -1.35  0.206
H 3.70 3.35 -0.81  0.214
H 2.47 4.78 -0.62  0.131
H 2.43 0.41 -0.74  0.287
H 1.77 -2.00 1.38  0.392
H -0.69 -2.35 1.75  0.971
H -1.77 -1.36 2.57  0.867
H -2.26 -2.49 -1.27  -0.889
H -0.95 -3.29 -0.18  0.183
H -2.58 -4.79 -1.73  0.456
H -3.88 -4.76 -0.41  0.183
H -2.46 -6.58 0.76  0.223
H -0.97 -5.28 0.73  0.095
H -1.65 -6.89 -2.01  0.317
H -0.16 -5.82 -1.46  0.243
H 1.55 -6.25 -0.01  0.226
H -1.79 -4.01 3.90  0.242
H -4.28 -5.41 2.41  0.395
H -4.56 -2.86 4.28  0.350
H -3.63 0.09 2.35  -0.431
H -4.78 0.84 1.03  0.500
H -5.46 -0.53 3.64  0.416
H -6.45 1.31 3.25  0.346
H -7.73 -1.41 1.65  0.267
H -6.37 -2.73 1.84  0.086
H -7.84 -1.29 4.09  0.233
H -7.93 -2.97 3.62  0.248
H -4.35 -2.62 -1.85  0.328
H -5.47 -3.33 -0.02  0.258
C 8.80 1.88 2.68  -1.480
C 7.36 1.64 2.26  0.547
C 6.96 0.20 2.30  -0.522
O 5.89 0.17 1.37  -0.266
C 6.15 1.16 0.46  0.654
O 5.55 1.31 -0.59  -0.584
O 7.16 1.97 0.90  -0.338
H 9.10 2.91 2.44  0.364
H 8.92 1.72 3.76  0.386
H 9.49 1.22 2.15  0.351
H 6.69 2.27 2.86  0.239
H 6.62 -0.12 3.29  0.313
H 7.74 -0.49 1.95  0.334
C 4.70 -9.11 0.95  -1.349
C 5.44 -7.79 0.92  0.578
C 5.01 -6.87 -0.19  -0.183
O 6.16 -6.07 -0.37  -0.338
C 7.23 -6.84 0.00  0.596
O 8.40 -6.54 -0.21  -0.552
O 6.81 -7.98 0.62  -0.346
H 5.18 -9.81 1.64  0.369
H 3.66 -8.96 1.27  0.310
H 4.69 -9.58 -0.03  0.356
H 5.38 -7.30 1.90  0.242
H 4.14 -6.26 0.08  -0.030
H 4.81 -7.39 -1.13  0.352
C -1.17 5.75 -7.38  -1.477
C -1.51 4.88 -6.19  0.541
C -0.38 4.00 -5.74  -0.561
O -1.06 2.95 -5.09  -0.257
C -2.28 2.85 -5.69  0.565
O -3.07 1.94 -5.53  -0.493
O -2.51 3.92 -6.52  -0.346
H -2.08 6.21 -7.79  0.364
H -0.47 6.54 -7.10  0.384
H -0.72 5.16 -8.19  0.349
H -1.89 5.50 -5.37  0.249
H 0.30 4.51 -5.05  0.337
H 0.20 3.57 -6.57  0.312
C 5.28 9.17 1.17  -1.439
C 3.85 8.92 0.75  0.521
C 3.44 7.48 0.79  -0.532
O 2.38 7.45 -0.14  -0.251
C 2.63 8.44 -1.05  0.616
O 2.04 8.59 -2.10  -0.573
O 3.65 9.25 -0.61  -0.335
H 5.58 10.19 0.93  0.361
H 5.41 9.00 2.25  0.377
H 5.97 8.50 0.64  0.354
H 3.17 9.55 1.35  0.274
H 3.10 7.16 1.78  0.333
H 4.22 6.79 0.44  0.312

Values from the calculation:
E_HOMO in eV: -9.7
Kohn-Sham gap in eV: 6.5
LUMO level in eV: -3.162
Net charge: +1
Max |F| in hartree/bohr: 0.17587


(3)
ORCA calculation (ωB97M-V with the def2-TZVPD basis set) on a 7-piece molecular cluster, C38H72NO14 overall at a distorted geometry.

Each line ends with the Mulliken charge.
CARTESIAN COORDINATES (ANGSTROEM)
C -3.55 2.86 1.68  -0.238
C -4.42 2.03 1.52  -0.336
C -5.20 0.89 1.05  -0.732
C -5.20 0.73 -0.49  -0.840
C -4.53 -0.55 -0.99  -0.935
C -3.04 -0.68 -0.60  2.170
O -2.52 0.60 -0.33  -0.468
C -2.27 -1.30 -1.78  -2.740
C -0.76 -1.56 -1.48  2.456
C 0.00 -0.33 -1.97  -2.496
C -0.30 -2.71 -2.40  -1.873
N -0.49 -1.81 -0.05  0.413
O -0.03 -0.78 0.56  -0.420
C -1.59 -2.47 0.66  2.092
C -1.17 -2.54 2.14  -1.857
C -1.85 -3.91 0.23  -2.140
C -2.90 -1.66 0.60  -2.000
H -2.78 3.56 1.81  0.490
H -6.22 1.06 1.38  0.452
H -4.86 -0.03 1.52  0.265
H -4.77 1.60 -0.98  0.462
H -6.25 0.70 -0.79  0.448
H -5.12 -1.41 -0.65  0.430
H -4.57 -0.57 -2.08  -0.048
H -1.99 0.60 0.47  0.428
H -2.74 -2.25 -2.04  0.317
H -2.32 -0.62 -2.62  1.011
H -0.03 -0.29 -3.05  0.451
H 1.04 -0.35 -1.65  0.544
H -0.44 0.59 -1.61  0.368
H 0.79 -2.76 -2.32  0.329
H -0.61 -2.42 -3.40  0.502
H -0.79 -3.65 -2.18  0.247
H -1.87 -3.17 2.68  0.425
H -0.19 -2.99 2.25  0.484
H -1.24 -1.56 2.60  0.241
H -2.29 -4.02 -0.75  0.361
H -2.53 -4.36 0.95  0.577
H -0.93 -4.49 0.31  0.399
H -3.12 -1.16 1.54  0.403
H -3.70 -2.39 0.49  0.353
O -1.20 4.12 5.15  -0.598
C -0.40 3.26 4.89  0.613
O 0.28 3.33 3.74  -0.435
C 1.38 2.47 3.42  -0.668
C 0.90 1.17 2.80  -0.434
C -0.21 2.06 5.78  -0.674
H 2.02 2.31 4.28  0.630
H 1.98 3.01 2.69  0.170
H 0.29 0.59 3.50  0.083
H 1.75 0.55 2.51  0.330
H 0.29 1.37 1.92  0.194
H -0.97 1.31 5.54  0.162
H -0.34 2.38 6.81  0.312
H 0.78 1.61 5.71  0.281
O 4.22 1.66 4.13  -0.590
C 4.83 1.59 3.09  0.857
O 4.86 2.66 2.29  -0.352
C 5.70 2.74 1.12  -0.547
C 5.03 2.08 -0.06  -0.703
C 5.49 0.31 2.65  -0.998
H 6.69 2.32 1.32  0.377
H 5.85 3.80 0.93  0.327
H 4.86 1.02 0.12  0.212
H 5.64 2.18 -0.96  0.257
H 4.05 2.54 -0.24  0.319
H 4.74 -0.31 2.15  0.183
H 5.86 -0.21 3.53  0.382
H 6.34 0.45 1.98  0.296
O -4.14 -0.49 -4.25  -0.555
C -5.06 0.00 -4.85  0.904
O -6.29 -0.52 -4.69  -0.370
C -7.48 0.09 -5.20  -0.418
C -7.73 -0.30 -6.64  -1.014
C -4.85 1.13 -5.83  -1.225
H -7.45 1.17 -5.05  0.359
H -8.29 -0.29 -4.57  0.330
H -6.94 0.05 -7.30  0.275
H -8.68 0.13 -6.99  0.367
H -7.78 -1.38 -6.74  0.308
H -4.56 0.71 -6.79  0.299
H -4.05 1.76 -5.45  0.307
H -5.73 1.77 -5.96  0.393
O 6.78 0.00 -1.16  -0.536
C 7.37 -0.08 -2.21  0.911
O 7.37 0.97 -3.04  -0.400
C 8.15 1.05 -4.23  -0.502
C 7.43 0.38 -5.38  -0.752
C 8.02 -1.37 -2.65  -1.161
H 9.16 0.65 -4.07  0.384
H 8.28 2.11 -4.43  0.335
H 7.28 -0.68 -5.20  0.218
H 8.00 0.49 -6.31  0.395
H 6.45 0.83 -5.52  0.209
H 7.26 -2.01 -3.11  0.248
H 8.42 -1.87 -1.77  0.333
H 8.85 -1.24 -3.34  0.362
O 4.21 0.61 -5.50  -0.558
C 3.24 -0.08 -5.35  0.777
O 3.40 -1.32 -4.84  -0.419
C 2.31 -2.16 -4.44  0.590
C 1.74 -2.94 -5.61  -1.186
C 1.87 0.37 -5.78  -0.817
H 1.55 -1.58 -3.92  -0.561
H 2.73 -2.85 -3.71  0.444
H 1.33 -2.28 -6.37  0.253
H 0.96 -3.61 -5.27  0.382
H 2.53 -3.52 -6.09  0.374
H 1.75 0.16 -6.85  0.267
H 1.80 1.44 -5.62  0.318
H 1.05 -0.09 -5.23  0.139
O -3.18 -2.02 8.76  -0.562
C -2.70 -0.98 9.11  0.497
O -2.85 -0.59 10.39  -0.369
C -2.17 0.53 10.96  -0.411
C -2.92 1.82 10.71  -0.923
C -2.01 -0.05 8.14  -0.762
H -1.14 0.57 10.62  0.381
H -2.13 0.33 12.03  0.309
H -2.99 2.05 9.65  0.262
H -2.41 2.66 11.20  0.344
H -3.93 1.75 11.10  0.299
H -2.77 0.56 7.64  0.331
H -1.50 -0.65 7.40  0.354
H -1.27 0.60 8.59  0.265

Values from the calculation:
E_HOMO (spin up / spin down) in eV: -8.5 / -9.2
Kohn-Sham gap (spin up / spin down) in eV: 8.9 / 9.4
LUMO level (spin up / spin down) in eV: 0.381 / 0.221
Multiplicity: 2
Max |F| in hartree/bohr: 0.04083